[1]
A molecular structure, C2H4ORu in a non-equilibrium geometry, computed with ωB97M-V with the def2-TZVPD basis set.

Each line ends with the Mulliken charge.
Geometry (Å):
O1 2.20 0.38 0.23  -0.143
Ru1 0.57 -0.35 -0.29  1.421
C1 -1.65 0.61 0.03  -0.736
C2 -1.88 -0.72 -0.05  -0.256
H1 -1.50 1.09 1.00  0.456
H2 -1.69 1.24 -0.86  0.464
H3 -1.91 -1.34 0.85  0.409
H4 -2.10 -1.19 -1.01  0.385

Values from the calculation:
LUMO energy (spin up / spin down): -11.166 / -16.104 eV
Largest force on an atom: 2.1 eV Å⁻¹
<S²>: 12.015
Multiplicity: 7
Charge: +2
E: -247.65845 hartree
Frontier orbital gap (spin up / spin down): 0.4287 / 0.2676 Ha

---

[2]
2 unconnected molecules or ions with the total composition C2H5OP in a non-equilibrium geometry, computed with ωB97M-V with the def2-TZVPD basis set.

Each line ends with the natural charge from an NBO analysis.
Geometry (Å):
C1 0.84 0.50 -0.07  -0.683
C2 0.30 -0.89 0.24  -0.561
O1 -2.29 0.80 -0.28  -0.967
P1 -2.21 -0.61 0.11  1.160
H1 1.89 0.61 -0.31  0.221
H2 0.45 1.07 -1.03  0.217
H3 0.45 1.24 0.64  0.222
H4 0.39 -1.21 1.26  0.205
H5 0.18 -1.52 -0.56  0.188

Values from the calculation:
LUMO energy (spin up / spin down): -0.926 / -0.926 eV
Largest force on an atom: 4.4 eV Å⁻¹
E: -495.70434 hartree
Frontier orbital gap (spin up / spin down): 0.2561 / 0.2561 Ha

---

[3]
8 unconnected molecules or ions with the total composition C20H44F2N2O22S4 in a non-equilibrium geometry, computed with ωB97M-V with the def2-TZVPD basis set.

Each line ends with the Mulliken charge.
Geometry (Å):
O1 -3.56 -0.05 1.96  -0.495
C1 -3.43 -0.84 2.81  0.752
O2 -3.69 -0.63 4.15  -0.432
C2 -3.36 -1.80 4.88  -0.428
C3 -3.41 -2.88 3.86  0.163
F1 -4.70 -3.40 3.75  -0.318
O3 -3.13 -2.16 2.66  -0.231
H1 -2.38 -1.68 5.36  0.206
H2 -4.07 -2.03 5.63  0.409
H3 -2.69 -3.65 3.91  0.378
O4 3.31 2.20 -3.03  -0.498
C4 2.97 1.24 -2.41  0.386
O5 1.68 0.73 -2.35  -0.101
C5 1.52 -0.04 -1.21  0.706
C6 2.94 -0.23 -0.71  0.624
F2 3.35 -1.50 -1.12  -0.382
O6 3.71 0.68 -1.43  -0.387
H4 0.92 0.54 -0.48  -0.435
H5 1.03 -1.04 -1.46  -0.127
H6 3.06 -0.10 0.35  0.115
C7 5.57 -2.63 1.36  -1.110
C8 4.56 -3.71 1.05  -0.100
O7 3.50 -3.44 2.04  -0.132
S1 2.38 -4.47 2.33  1.200
C9 1.03 -4.07 1.36  -0.704
O8 2.90 -5.72 1.95  -0.718
O9 1.95 -4.30 3.68  -0.666
H7 5.22 -1.59 1.17  0.158
H8 6.35 -2.69 0.63  0.422
H9 6.12 -2.54 2.32  0.331
H10 4.14 -3.47 0.09  0.185
H11 4.84 -4.80 1.02  0.387
H12 0.28 -4.81 1.70  0.401
H13 1.12 -4.33 0.30  0.404
H14 0.67 -3.05 1.53  -0.089
C10 2.74 4.18 -0.49  -0.140
C11 1.96 4.93 -1.54  0.462
O10 1.42 6.16 -1.05  -0.327
S2 0.24 6.23 0.01  1.187
C12 -1.22 5.75 -0.82  -0.648
O11 0.39 5.37 1.16  -0.558
O12 0.15 7.67 0.23  -0.710
H15 1.98 3.87 0.20  -0.535
H16 3.45 4.83 0.01  0.351
H17 3.33 3.27 -0.82  0.234
H18 2.72 5.24 -2.32  0.253
H19 1.25 4.27 -1.98  -0.292
H20 -1.15 4.78 -1.37  0.012
H21 -1.45 6.59 -1.54  0.325
H22 -2.03 5.70 -0.18  0.436
C13 -1.90 -2.45 -0.70  -0.233
C14 -2.79 -1.27 -1.05  -0.340
O13 -1.85 -0.31 -1.66  -0.296
S3 -2.33 0.75 -2.67  1.207
C15 -1.85 0.18 -4.22  -1.058
O14 -3.75 0.82 -2.77  -0.702
O15 -1.56 1.90 -2.23  -0.407
H23 -2.47 -3.15 0.01  0.290
H24 -1.08 -2.00 -0.16  -0.328
H25 -1.50 -2.99 -1.59  0.364
H26 -3.60 -1.44 -1.73  0.447
H27 -3.06 -0.84 -0.16  0.033
H28 -2.18 0.90 -4.94  0.413
H29 -2.40 -0.72 -4.42  0.384
H30 -0.81 -0.02 -4.25  0.251
C16 -0.43 2.35 1.84  0.163
C17 -0.09 2.40 3.26  -0.572
O16 0.98 1.36 3.64  -0.332
S4 0.71 -0.12 3.31  0.774
C18 1.96 -0.87 4.35  -1.120
O17 -0.60 -0.49 3.81  -0.551
O18 0.88 -0.39 1.86  -0.044
H31 -1.23 3.09 1.70  0.456
H32 -0.73 1.35 1.54  -0.086
H33 0.47 2.67 1.26  -0.280
H34 0.45 3.30 3.62  0.284
H35 -0.99 2.17 3.85  0.281
H36 2.93 -0.72 3.93  0.365
H37 1.74 -1.98 4.53  0.275
H38 1.98 -0.46 5.34  0.417
C19 0.66 3.00 -4.74  -0.560
N1 -0.61 3.76 -4.77  1.112
O19 -1.47 3.29 -5.44  -0.586
O20 -0.63 4.85 -4.18  -0.586
H39 0.88 2.78 -5.78  0.312
H40 0.46 2.11 -4.16  0.025
H41 1.46 3.63 -4.38  0.293
C20 -4.35 -5.27 -2.34  -0.702
N2 -4.30 -4.05 -3.22  0.853
O21 -3.50 -4.04 -4.19  -0.513
O22 -5.03 -3.08 -2.95  -0.500
H42 -5.13 -5.17 -1.63  0.331
H43 -3.44 -5.25 -1.78  0.257
H44 -4.38 -6.16 -2.93  0.287

Values from the calculation:
LUMO energy: -0.515 eV
Largest force on an atom: 3.4 eV Å⁻¹
SMILES: O=C1OC[C@@H](F)O1.O=C1OC[C@@H](F)O1.CCOS(C)(=O)=O.CCOS(C)(=O)=O.CCOS(C)(=O)=O.CCOS(C)(=O)=O.C[N+](=O)[O-].C[N+](=O)[O-]
E: -4345.47422 hartree
Frontier orbital gap: 0.3718 Ha

---

[4]
2 unconnected molecules or ions with the total composition C5H13N3O2 in a non-equilibrium geometry, computed with ωB97M-V with the def2-TZVPD basis set.

Each line ends with the natural charge from an NBO analysis.
Geometry (Å):
C1 1.17 -1.76 0.01  -0.505
C2 1.61 -1.43 1.44  -0.641
C3 1.50 -3.26 -0.40  0.771
O1 2.33 -3.86 0.28  -0.738
O2 0.81 -3.61 -1.39  -0.788
H1 0.10 -1.62 -0.18  0.108
H2 1.78 -1.25 -0.74  0.207
H3 2.60 -1.89 1.49  0.267
H4 0.91 -1.86 2.15  0.197
H5 1.73 -0.36 1.64  0.162
C4 -1.29 3.38 -0.08  -0.417
C5 -1.12 0.95 -0.49  0.687
N1 -1.17 2.19 -0.95  -0.554
N2 -1.12 0.69 0.82  -0.774
N3 -1.15 -0.06 -1.36  -0.737
H6 -1.37 2.41 -1.91  0.418
H7 -0.55 1.25 1.45  0.416
H8 -0.98 -0.23 1.10  0.425
H9 -0.90 0.20 -2.30  0.409
H10 -0.74 -0.89 -0.99  0.431
H11 -2.29 3.77 -0.30  0.217
H12 -0.56 4.17 -0.23  0.228
H13 -1.31 3.05 0.95  0.213

Values from the calculation:
LUMO energy: -0.581 eV
Largest force on an atom: 2.0 eV Å⁻¹
E: -513.00320 hartree
Frontier orbital gap: 0.2350 Ha

---

[5]
2 unconnected molecules or ions with the total composition C28H27N3O3 in a non-equilibrium geometry, computed with ωB97M-V with the def2-TZVPD basis set.

Each line ends with the natural charge from an NBO analysis.
Geometry (Å):
C1 6.64 -5.41 -1.74  -0.269
O1 5.29 -5.88 -1.50  -0.451
C2 4.47 -5.09 -0.77  0.415
C3 3.16 -5.56 -0.50  -0.269
C4 2.30 -4.78 0.23  0.095
N1 2.69 -3.57 0.71  -0.290
C5 1.71 -2.68 1.40  -0.216
C6 0.99 -1.74 0.49  -0.168
C7 1.12 -1.79 -0.86  -0.103
C8 0.45 -0.92 -1.81  -0.159
C9 0.37 0.49 -1.64  -0.157
C10 -0.31 1.26 -2.55  -0.235
C11 -0.94 0.66 -3.67  0.340
O2 -1.62 1.47 -4.52  -0.480
C12 -2.28 0.86 -5.65  -0.259
C13 -0.83 -0.74 -3.87  -0.336
C14 -0.12 -1.50 -2.96  -0.100
C15 -0.05 -0.83 1.12  0.559
C16 0.37 -0.01 2.32  -0.736
O3 -1.21 -0.76 0.71  -0.486
C17 3.94 -3.10 0.46  0.126
C18 4.85 -3.83 -0.27  -0.328
H1 7.11 -6.21 -2.31  0.228
H2 6.64 -4.48 -2.33  0.197
H3 7.19 -5.25 -0.80  0.195
H4 2.84 -6.52 -0.88  0.266
H5 1.27 -5.07 0.45  0.251
H6 0.99 -3.34 1.92  0.231
H7 2.26 -2.12 2.16  0.232
H8 1.75 -2.56 -1.30  0.184
H9 0.86 0.95 -0.79  0.222
H10 -0.40 2.34 -2.43  0.246
H11 -2.75 1.71 -6.15  0.212
H12 -1.56 0.37 -6.32  0.178
H13 -3.04 0.13 -5.33  0.185
H14 -1.31 -1.22 -4.73  0.223
H15 -0.03 -2.58 -3.10  0.194
H16 1.41 -0.18 2.62  0.194
H17 0.23 1.05 2.10  0.292
H18 -0.30 -0.27 3.15  0.258
H19 4.16 -2.11 0.85  0.250
H20 5.84 -3.41 -0.45  0.262
C19 -1.52 2.84 4.23  -0.583
C20 -1.69 3.80 3.10  -0.428
C21 -0.52 4.33 2.53  0.303
N2 0.49 4.75 2.08  -0.516
C22 -2.95 4.25 2.62  0.135
C23 -4.19 3.76 3.14  -0.325
C24 -5.40 4.20 2.64  -0.127
C25 -5.44 5.16 1.62  -0.317
C26 -6.71 5.62 1.12  0.313
N3 -7.74 5.98 0.71  -0.416
C27 -4.24 5.67 1.10  -0.145
C28 -3.02 5.23 1.59  -0.289
H21 -2.47 2.48 4.62  0.205
H22 -0.92 1.97 3.90  0.172
H23 -0.96 3.32 5.04  0.196
H24 -4.18 3.01 3.94  0.195
H25 -6.34 3.81 3.05  0.207
H26 -4.28 6.41 0.30  0.210
H27 -2.10 5.64 1.17  0.217

Values from the calculation:
LUMO energy: -2.473 eV
Largest force on an atom: 2.1 eV Å⁻¹
E: -1472.97387 hartree
Frontier orbital gap: 0.0681 Ha

---

[6]
A single C6H6N2O molecule in a non-equilibrium geometry, computed with ωB97M-V with the def2-TZVPD basis set.

Each line ends with the natural charge from an NBO analysis.
Geometry (Å):
C1 1.67 1.36 0.36  -0.665
C2 0.56 0.74 1.15  -0.079
C3 -0.44 -0.01 0.72  -0.152
C4 -1.41 -0.68 1.46  0.241
N1 -2.18 -1.44 1.89  -0.269
C5 -0.73 -0.23 -0.93  0.012
O1 -2.04 -0.67 -1.30  -0.682
C6 0.15 -1.32 -1.27  0.226
N2 0.58 -2.26 -1.77  -0.281
H1 1.95 2.30 0.65  0.234
H2 2.60 0.82 0.35  0.245
H3 1.37 1.59 -0.64  0.217
H4 0.57 0.84 2.23  0.220
H5 -0.59 0.65 -1.50  0.232
H6 -2.06 -1.69 -1.42  0.503

Values from the calculation:
LUMO energy: 0.183 eV
Largest force on an atom: 3.9 eV Å⁻¹
SMILES: C/C=C(/C#N)[C@H](O)C#N
E: -416.89516 hartree
Frontier orbital gap: 0.3911 Ha